# 1
96
Properties=species:S:1:pos:R:3:lowdin_charge:R:1 method="wB97M-V/def2-TZVPD" total_charge=0 e_tot_ev=-57799.7959
C 1.608 4.242 -0.747 -0.07
C 0.506 4.535 -1.632 -0.26
N -0.357 4.743 -2.348 0.17
H 2.445 4.913 -0.840 0.08
H 1.939 3.232 -0.990 0.07
H 1.313 4.300 0.305 0.08
C 4.779 -1.593 -3.417 -0.06
C 4.416 -1.964 -2.076 -0.27
N 4.020 -2.202 -1.026 0.15
H 5.840 -1.527 -3.536 0.08
H 4.278 -0.649 -3.650 0.08
H 4.460 -2.362 -4.098 0.08
C -2.023 1.803 -3.041 -0.09
C -0.680 1.455 -3.473 -0.27
N 0.393 1.176 -3.785 0.14
H -2.434 0.940 -2.525 0.06
H -2.662 2.125 -3.858 0.06
H -2.000 2.701 -2.456 0.02
C -2.174 -0.431 2.987 -0.07
C -1.956 0.980 3.021 -0.28
N -1.853 2.113 3.090 0.18
H -1.308 -0.969 3.343 0.03
H -2.543 -0.692 2.009 0.04
H -2.931 -0.718 3.728 0.10
C -4.548 1.071 0.499 -0.07
C -4.948 1.586 -0.812 -0.28
N -5.283 1.977 -1.812 0.15
H -3.547 1.435 0.763 0.05
H -4.579 -0.009 0.497 0.05
H -5.233 1.404 1.293 0.09
C 2.928 -3.801 2.052 -0.07
C 1.967 -4.847 2.372 -0.27
N 1.209 -5.682 2.616 0.14
H 3.935 -4.125 2.273 0.08
H 2.663 -2.945 2.690 0.09
H 2.922 -3.522 1.014 0.04
C 0.755 -0.092 -0.293 -0.07
C -0.103 1.026 -0.076 -0.29
N -0.761 1.936 0.156 0.19
H 0.853 -0.310 -1.350 0.05
H 0.227 -0.952 0.143 0.08
H 1.701 0.096 0.209 0.04
C 0.042 -3.029 -2.927 -0.06
C -0.089 -3.905 -1.792 -0.28
N -0.224 -4.536 -0.842 0.16
H -0.320 -3.516 -3.829 0.09
H 1.088 -2.811 -3.046 0.07
H -0.535 -2.106 -2.768 0.07
C -3.478 5.258 -2.050 -0.09
C -3.502 4.730 -3.391 -0.32
N -3.506 4.388 -4.484 0.15
H -2.696 4.814 -1.441 0.03
H -4.441 5.155 -1.587 0.07
H -3.253 6.331 -2.180 0.10
C -2.025 -6.007 2.034 -0.09
C -2.230 -5.619 3.434 -0.28
N -2.386 -5.322 4.514 0.14
H -1.410 -6.912 1.973 0.08
H -1.446 -5.256 1.516 0.03
H -3.011 -6.101 1.561 0.08
C -3.848 -3.585 -1.340 -0.05
C -3.109 -2.457 -0.863 -0.27
N -2.495 -1.575 -0.456 0.18
H -4.777 -3.721 -0.782 0.09
H -3.264 -4.478 -1.173 0.07
H -4.203 -3.372 -2.344 0.09
C 6.289 0.953 0.570 -0.08
C 6.781 2.090 1.366 -0.29
N 7.127 2.942 2.023 0.12
H 7.061 0.233 0.288 0.08
H 5.741 1.332 -0.296 0.07
H 5.543 0.405 1.142 0.06
C 2.522 0.109 -6.363 -0.07
C 3.961 0.206 -6.527 -0.31
N 5.064 0.311 -6.656 0.14
H 2.043 -0.097 -7.316 0.09
H 2.183 0.993 -5.852 0.06
H 2.303 -0.739 -5.722 0.06
C -0.583 -3.251 6.228 -0.07
C -0.109 -2.119 5.487 -0.25
N 0.230 -1.201 4.876 0.15
H -0.191 -4.147 5.753 0.07
H -1.673 -3.278 6.239 0.08
H -0.326 -3.203 7.279 0.09
C -2.083 4.948 1.581 -0.10
C -2.304 5.305 2.963 -0.32
N -2.547 5.514 4.059 0.13
H -1.550 4.021 1.532 0.00
H -1.516 5.744 1.106 0.08
H -3.057 4.857 1.073 0.08
C 1.642 1.970 3.802 -0.05
C 2.270 1.763 2.551 -0.28
N 2.720 1.561 1.550 0.16
H 1.403 1.011 4.269 0.06
H 0.669 2.422 3.597 0.06
H 2.272 2.579 4.447 0.09

---

# 2
92
Properties=species:S:1:pos:R:3:lowdin_charge:R:1 method="wB97M-V/def2-TZVPD" total_charge=+2 e_tot_ev=-73771.5316
Sr -0.332 -0.068 -2.300 1.42
C 2.735 1.830 -2.495 -0.17
C 2.965 0.358 -2.798 -0.16
O 1.944 -0.169 -3.652 -0.24
C 2.016 0.312 -4.996 -0.15
C 0.674 0.078 -5.644 -0.14
O -0.363 0.722 -4.903 -0.22
C -0.538 2.099 -5.216 -0.15
C -1.591 2.634 -4.274 -0.14
O -1.264 2.374 -2.908 -0.24
C -0.579 3.419 -2.212 -0.17
C 0.921 3.372 -2.418 -0.16
O 1.351 2.028 -2.232 -0.25
H 3.037 2.465 -3.334 0.13
H 3.338 2.118 -1.628 0.14
H 2.920 -0.234 -1.886 0.08
H 3.954 0.219 -3.242 0.15
H 2.800 -0.219 -5.544 0.15
H 2.263 1.377 -4.999 0.12
H 0.431 -0.983 -5.639 0.13
H 0.688 0.428 -6.679 0.15
H -0.883 2.211 -6.249 0.15
H 0.405 2.641 -5.111 0.12
H -2.539 2.129 -4.464 0.14
H -1.737 3.704 -4.436 0.14
H -0.807 3.265 -1.160 0.07
H -0.964 4.395 -2.514 0.14
H 1.400 4.039 -1.695 0.15
H 1.208 3.706 -3.421 0.13
C -3.498 -1.424 -0.854 -0.08
O -2.150 -1.732 -1.220 -0.32
C -1.474 -2.463 -0.199 -0.20
C -0.383 -3.304 -0.837 -0.15
O 0.320 -2.555 -1.840 -0.27
C 0.425 -3.238 -3.094 -0.15
C -0.882 -3.194 -3.847 -0.17
O -1.224 -1.826 -4.052 -0.32
C -2.495 -1.684 -4.679 -0.05
H -3.532 -0.914 0.110 0.07
H -4.092 -2.339 -0.808 0.11
H -3.907 -0.767 -1.620 0.10
H -2.172 -3.132 0.314 0.14
H -1.061 -1.761 0.530 0.07
H -0.821 -4.191 -1.296 0.13
H 0.326 -3.626 -0.072 0.14
H 0.740 -4.272 -2.941 0.15
H 1.206 -2.720 -3.651 0.13
H -1.683 -3.688 -3.287 0.13
H -0.773 -3.701 -4.811 0.15
H -2.503 -2.184 -5.650 0.11
H -2.670 -0.621 -4.828 0.09
H -3.281 -2.111 -4.051 0.10
S 1.374 -0.321 0.310 0.75
C 0.889 0.726 1.522 -0.65
N 1.705 1.235 2.425 -0.09
C 1.171 1.969 3.578 -0.08
C -0.096 1.295 4.020 -0.08
N -1.030 1.278 2.890 -0.09
C -2.444 1.480 3.237 -0.11
C -2.898 0.430 4.220 -0.23
C -2.778 -0.920 3.899 -0.04
C -3.198 -1.890 4.794 -0.07
C -3.745 -1.517 6.017 -0.07
C -3.867 -0.175 6.339 -0.06
C -3.439 0.797 5.443 -0.03
C -0.589 1.081 1.660 -0.65
S -1.561 1.214 0.303 0.75
C 3.157 0.991 2.455 -0.10
C 3.523 0.092 3.613 -0.23
C 4.436 0.515 4.570 -0.04
C 4.760 -0.307 5.642 -0.06
C 4.165 -1.552 5.765 -0.07
C 3.249 -1.980 4.811 -0.06
C 2.931 -1.164 3.738 -0.04
H 1.000 3.014 3.311 0.15
H 1.912 1.923 4.373 0.14
H -0.563 1.846 4.835 0.15
H 0.100 0.278 4.368 0.15
H -3.023 1.452 2.320 0.08
H -2.542 2.477 3.670 0.14
H -2.355 -1.212 2.942 0.10
H -3.105 -2.938 4.543 0.11
H -4.076 -2.273 6.715 0.11
H -4.293 0.119 7.289 0.11
H -3.535 1.846 5.698 0.12
H 3.643 1.962 2.568 0.14
H 3.442 0.561 1.500 0.09
H 4.901 1.490 4.478 0.12
H 5.475 0.029 6.381 0.11
H 4.414 -2.191 6.602 0.11
H 2.790 -2.955 4.903 0.11
H 2.230 -1.507 2.984 0.09

---

# 3
108
Properties=species:S:1:pos:R:3:lowdin_charge:R:1 method="wB97M-V/def2-TZVPD" total_charge=-1 e_tot_ev=-90725.1324
N -0.457 -0.104 -0.646 -0.54
O -1.025 1.108 -0.731 -0.11
O 0.749 -0.177 -0.331 -0.06
O -1.157 -1.083 -0.576 -0.01
C 4.153 1.623 2.183 0.02
C 2.819 2.019 2.970 -0.24
C 1.775 0.821 2.864 -0.07
O 1.467 0.637 4.268 0.09
C 2.115 1.523 5.032 -0.62
O 2.070 1.550 6.232 0.16
O 2.983 2.194 4.369 0.11
H 4.939 2.416 2.188 0.10
H 3.927 1.486 1.205 0.01
H 4.419 0.677 2.679 0.10
H 2.206 2.983 2.638 0.17
H 2.267 0.213 2.348 0.01
H 1.021 1.190 2.069 0.15
C -1.007 -2.634 -3.400 0.00
C -1.716 -1.290 -3.809 -0.31
C -0.899 -0.095 -4.210 -0.07
O -1.291 0.110 -5.587 0.12
C -2.279 -0.689 -5.885 -0.57
O -2.828 -0.739 -7.007 0.09
O -2.653 -1.473 -4.880 0.10
H -1.628 -3.625 -3.121 0.14
H -0.245 -2.473 -2.648 0.05
H -0.404 -3.065 -4.146 0.05
H -2.509 -1.064 -3.210 0.10
H 0.154 -0.351 -3.834 0.14
H -1.299 0.676 -3.416 0.16
C 4.503 -3.431 -1.957 -0.02
C 4.709 -2.233 -0.937 -0.33
C 3.479 -1.781 -0.204 -0.09
O 3.906 -1.693 1.141 0.09
C 5.032 -2.226 1.344 -0.68
O 5.667 -2.347 2.292 0.22
O 5.457 -2.679 0.147 0.08
H 4.126 -4.317 -1.424 0.08
H 5.491 -3.789 -2.295 0.08
H 3.782 -3.135 -2.735 0.08
H 5.228 -1.449 -1.571 0.16
H 2.737 -2.633 -0.304 0.14
H 2.901 -0.938 -0.683 0.13
C -0.308 4.009 0.542 0.01
C -0.459 4.834 -0.826 -0.25
C -1.493 4.166 -1.777 -0.05
O -1.905 5.374 -2.383 0.08
C -1.594 6.428 -1.702 -0.60
O -2.115 7.543 -1.960 0.08
O -0.900 6.182 -0.619 0.13
H 0.261 4.693 1.290 0.11
H 0.145 3.052 0.469 0.04
H -1.163 4.118 1.066 0.02
H 0.486 4.872 -1.263 0.11
H -2.406 3.796 -1.479 0.10
H -1.015 3.450 -2.599 0.17
C 1.943 -3.604 3.549 -0.01
C 0.763 -2.637 3.218 -0.27
C 0.103 -2.973 1.819 -0.09
O -1.030 -3.601 2.317 0.06
C -1.336 -3.371 3.574 -0.64
O -2.293 -3.679 4.185 0.18
O -0.293 -2.830 4.182 0.10
H 2.265 -3.508 4.543 0.05
H 2.662 -3.231 2.711 0.10
H 1.673 -4.740 3.428 0.12
H 1.082 -1.517 3.268 0.15
H 0.650 -3.328 0.969 0.13
H -0.138 -1.936 1.625 0.10
C 3.421 3.310 -1.596 -0.05
C 2.983 2.381 -2.681 -0.27
C 1.457 1.971 -2.628 -0.12
O 1.018 2.596 -3.768 0.04
C 1.978 3.292 -4.398 -0.52
O 1.793 3.923 -5.477 0.09
O 3.188 3.132 -3.908 0.10
H 4.511 3.668 -1.665 0.11
H 3.370 2.953 -0.457 0.11
H 2.847 4.173 -1.274 0.06
H 3.817 1.706 -2.709 0.14
H 0.866 2.493 -1.784 0.12
H 1.373 0.836 -2.533 0.12
C -4.193 2.366 1.605 0.02
C -3.493 0.917 1.647 -0.25
C -2.136 1.094 2.270 -0.11
O -2.275 0.457 3.524 0.08
C -3.451 -0.074 3.666 -0.66
O -3.770 -0.640 4.687 0.14
O -4.190 0.180 2.646 0.10
H -3.823 2.962 0.760 0.08
H -4.096 2.948 2.658 0.16
H -5.065 2.150 1.485 -0.05
H -3.395 0.543 0.556 0.17
H -2.078 2.188 2.609 0.15
H -1.303 0.654 1.742 0.10
C -4.151 -3.038 1.617 -0.03
C -4.715 -3.069 0.287 -0.44
C -3.623 -2.850 -0.828 -0.03
O -4.122 -3.744 -1.838 0.10
C -4.919 -4.585 -1.409 -0.55
O -5.505 -5.538 -1.919 0.12
O -5.148 -4.299 -0.019 0.06
H -3.606 -4.067 1.878 0.14
H -4.916 -2.586 2.374 0.13
H -3.308 -2.300 1.817 0.08
H -5.529 -2.454 0.267 0.13
H -2.593 -3.207 -0.486 0.14
H -3.483 -1.717 -1.289 0.17

---

# 4
104
Properties=species:S:1:pos:R:3:lowdin_charge:R:1 method="wB97M-V/def2-TZVPD" smiles="C[C@H]1COC(=O)O1.C[C@H]1COC(=O)O1.C[C@H]1COC(=O)O1.C[C@H]1COC(=O)O1.C[C@H]1COC(=O)O1.C[C@H]1COC(=O)O1.C[C@H]1COC(=O)O1.C[C@H]1COC(=O)O1" total_charge=0 e_tot_ev=-83104.6126
C -0.484 0.145 4.540 0.01
C -1.792 -0.629 4.269 -0.33
C -2.300 -1.320 5.532 -0.08
O -3.720 -1.317 5.320 0.07
C -4.018 -0.357 4.428 -0.57
O -5.112 0.031 4.177 0.17
O -2.882 0.205 3.941 0.09
H -0.474 1.040 3.916 0.08
H 0.315 -0.547 4.285 0.07
H -0.434 0.457 5.580 0.08
H -1.597 -1.400 3.520 0.13
H -2.057 -0.774 6.446 0.13
H -1.936 -2.340 5.639 0.12
C -1.605 -0.926 -3.683 -0.03
C -2.101 -0.053 -4.789 -0.30
C -1.049 0.711 -5.573 -0.07
O -1.294 0.373 -6.944 0.08
C -2.350 -0.432 -7.033 -0.59
O -2.813 -0.845 -8.045 0.16
O -2.775 -0.821 -5.813 0.09
H -1.019 -1.776 -4.055 0.09
H -2.384 -1.480 -3.149 0.09
H -1.011 -0.411 -2.932 0.06
H -2.882 0.623 -4.435 0.16
H -0.050 0.297 -5.393 0.11
H -0.975 1.782 -5.411 0.13
C 1.985 4.515 -0.636 -0.01
C 1.585 3.794 -1.913 -0.28
C 1.868 2.273 -1.842 -0.07
O 0.706 1.677 -2.424 0.04
C -0.261 2.594 -2.482 -0.57
O -1.378 2.421 -2.859 0.17
O 0.148 3.768 -1.973 0.10
H 3.029 4.386 -0.355 0.09
H 1.375 4.157 0.193 0.09
H 1.773 5.573 -0.789 0.09
H 1.975 4.224 -2.836 0.15
H 1.939 2.016 -0.784 0.14
H 2.757 1.946 -2.376 0.13
C -0.730 -1.473 0.618 0.01
C -0.920 -0.111 0.019 -0.31
C -2.394 0.296 -0.191 -0.05
O -2.479 1.555 0.486 0.09
C -1.300 1.904 0.993 -0.58
O -1.104 2.944 1.538 0.15
O -0.374 0.949 0.781 0.09
H -1.206 -1.632 1.584 0.08
H 0.305 -1.789 0.778 0.07
H -1.069 -2.215 -0.113 0.09
H -0.479 -0.121 -0.981 0.11
H -3.151 -0.348 0.259 0.14
H -2.627 0.408 -1.249 0.11
C 4.746 -1.508 -4.895 -0.03
C 3.968 -0.528 -4.051 -0.30
C 2.512 -0.299 -4.554 -0.08
O 1.693 -0.785 -3.485 0.04
C 2.461 -1.204 -2.470 -0.58
O 2.018 -1.537 -1.410 0.15
O 3.755 -1.108 -2.763 0.10
H 4.139 -2.370 -5.187 0.09
H 5.554 -1.911 -4.282 0.09
H 5.135 -1.098 -5.825 0.09
H 4.488 0.427 -4.123 0.15
H 2.244 -0.801 -5.481 0.14
H 2.282 0.763 -4.651 0.12
C -1.325 -4.756 -2.860 -0.01
C -0.434 -5.476 -1.873 -0.28
C 1.003 -4.882 -1.751 -0.09
O 1.222 -4.830 -0.362 0.06
C 0.097 -5.169 0.313 -0.58
O 0.062 -5.292 1.496 0.18
O -0.915 -5.311 -0.526 0.10
H -0.953 -5.003 -3.858 0.10
H -1.294 -3.691 -2.638 0.07
H -2.354 -5.111 -2.908 0.09
H -0.423 -6.549 -2.065 0.15
H 1.156 -3.928 -2.257 0.11
H 1.686 -5.575 -2.249 0.13
C -2.158 5.792 2.934 -0.03
C -2.179 5.909 4.444 -0.30
C -1.287 7.031 5.002 -0.10
O -2.191 7.887 5.693 0.06
C -3.450 7.360 5.646 -0.58
O -4.358 7.861 6.218 0.17
O -3.498 6.291 4.857 0.10
H -2.732 4.918 2.621 0.08
H -1.159 5.665 2.515 0.08
H -2.620 6.622 2.395 0.09
H -1.901 4.967 4.913 0.15
H -0.773 7.600 4.230 0.13
H -0.576 6.587 5.699 0.13
C 3.784 -1.985 2.753 -0.02
C 2.584 -2.883 2.502 -0.29
C 2.843 -4.361 2.898 -0.07
O 1.895 -4.594 3.931 0.09
C 1.146 -3.525 4.142 -0.59
O 0.234 -3.518 4.930 0.14
O 1.547 -2.499 3.403 0.07
H 4.194 -2.168 3.747 0.09
H 3.531 -0.926 2.664 0.08
H 4.588 -2.109 2.024 0.09
H 2.294 -2.778 1.456 0.13
H 3.838 -4.567 3.292 0.13
H 2.711 -4.993 2.020 0.12